27
Properties=species:S:1:pos:R:3 method="wB97M-V/def2-TZVPD" relative_energy_kcal_mol=26.8 homo_energy_ev=-8.369 smiles=CCc1ccc(O)cc1.CC max_force_ev_per_a=1.676
C 1.22 -1.10 -1.74
C 1.16 -2.60 -1.56
C 1.34 -0.28 -0.46
C 0.56 0.82 -0.20
C 2.24 -0.76 0.51
C 0.72 1.47 1.03
C 2.40 -0.13 1.72
C 1.59 0.98 1.97
O 1.54 1.40 3.28
H 2.00 -0.80 -2.43
H 0.32 -0.75 -2.23
H 0.68 -2.89 -0.62
H -0.12 1.18 -0.96
H 2.89 -1.57 0.22
H -0.05 2.18 1.32
H 3.07 -0.45 2.51
H 0.93 2.13 3.37
H 2.14 -3.08 -1.59
H 0.68 -3.07 -2.42
C -3.34 1.29 -0.84
C -2.96 0.51 0.42
H -2.65 1.30 -1.66
H -4.34 1.06 -1.22
H -3.41 2.35 -0.56
H -3.62 -0.35 0.49
H -3.01 1.11 1.31
H -1.98 0.04 0.33